{"formula": "C20H32BrN2O2W", "method": "ωB97M-V/def2-TZVPD", "symbols": ["W", "C", "C", "C", "C", "C", "C", "C", "Br", "C", "O", "C", "C", "C", "C", "C", "C", "H", "H", "H", "H", "H", "H", "H", "H", "H", "H", "H", "H", "H", "H", "H", "H", "H", "H", "H", "H", "C", "N", "C", "C", "N", "H", "H", "H", "H", "H", "H", "C", "O", "C", "C", "H", "H", "H", "H", "H", "H"], "coordinates": [[0.9158, -0.5368, -2.0128], [-3.4397, -1.4752, 3.9613], [-2.1790, -0.6190, 4.1701], [-2.5520, 0.6210, 4.9832], [-1.1222, -1.4260, 4.9433], [-1.6080, -0.2533, 2.8074], [-1.2293, -1.2936, 1.9364], [-0.7512, -0.9337, 0.7152], [-0.3319, -2.2748, -0.6468], [-0.6128, 0.3942, 0.2961], [-0.0979, 0.5315, -0.9905], [-0.9551, 1.4501, 1.1301], [-1.4567, 1.0657, 2.3779], [-0.7920, 2.9125, 0.7058], [0.6951, 3.2092, 0.4488], [-1.2835, 3.8628, 1.8006], [-1.6214, 3.1678, -0.5634], [-3.8618, -1.7343, 4.9317], [-3.2262, -2.4118, 3.4430], [-4.2002, -0.9311, 3.3989], [-2.9550, 0.3049, 5.9442], [-3.3232, 1.2169, 4.4913], [-1.6855, 1.2523, 5.1901], [-1.5172, -1.6867, 5.9246], [-0.2101, -0.8457, 5.0914], [-0.8638, -2.3604, 4.4413], [-1.3424, -2.3300, 2.2255], [-1.7438, 1.8520, 3.0568], [1.2945, 3.0116, 1.3386], [0.8145, 4.2618, 0.1939], [1.0985, 2.6289, -0.3837], [-0.7147, 3.7542, 2.7251], [-2.3440, 3.7247, 2.0147], [-1.1525, 4.8887, 1.4586], [-1.2493, 2.6040, -1.4221], [-1.5684, 4.2250, -0.8222], [-2.6706, 2.9155, -0.4052], [6.1615, -1.5185, -1.9339], [5.0304, -2.0531, -2.7530], [5.3633, -3.0415, -3.8235], [3.8569, -1.6469, -2.5826], [2.7438, -1.2584, -2.4236], [6.6930, -2.3712, -1.5182], [5.7777, -0.8891, -1.1362], [6.8118, -0.9468, -2.5929], [5.9245, -3.8481, -3.3577], [5.9712, -2.5358, -4.5709], [4.4512, -3.4279, -4.2689], [-0.3831, -1.8334, -5.8430], [0.2870, -1.4734, -4.5637], [-0.2252, -0.7038, -3.6783], [-1.5257, -0.0048, -3.8541], [-0.3614, -0.9639, -6.4936], [-1.3918, -2.1757, -5.6355], [0.2237, -2.6371, -6.2411], [-2.0007, -0.2137, -4.8092], [-1.3588, 1.0741, -3.7771], [-2.2063, -0.2741, -3.0422]], "forces_ev_per_angstrom": [[-0.1120, 0.1913, -0.0241], [-0.0029, 0.0022, -0.0111], [-0.0087, -0.0116, 0.0635], [0.0053, -0.0044, -0.0065], [0.0024, 0.0032, -0.0161], [0.0209, 0.0593, -0.0366], [0.0117, -0.1314, -0.0414], [-0.0643, 0.1352, 0.1955], [-0.0761, -0.0572, 0.0198], [0.0177, -0.0558, 0.1191], [0.3456, -0.2244, -0.3396], [-0.0067, -0.0082, -0.0830], [0.0045, -0.0261, 0.0024], [0.0076, 0.0309, 0.0068], [-0.0561, -0.0094, 0.0517], [-0.0083, -0.0104, -0.0068], [0.0188, -0.0061, 0.0235], [0.0047, 0.0049, 0.0044], [-0.0001, 0.0022, -0.0019], [-0.0016, -0.0042, 0.0006], [0.0002, -0.0074, -0.0013], [0.0053, 0.0074, 0.0040], [-0.0061, 0.0068, -0.0013], [-0.0060, 0.0021, -0.0001], [0.0001, -0.0030, 0.0029], [0.0021, 0.0021, -0.0005], [0.0004, 0.0054, 0.0032], [-0.0102, -0.0054, 0.0091], [0.0087, -0.0011, -0.0076], [0.0014, 0.0029, -0.0081], [0.0329, -0.0173, -0.0300], [-0.0036, 0.0002, -0.0008], [0.0005, -0.0002, 0.0101], [0.0004, -0.0007, -0.0042], [-0.0286, 0.0137, -0.0037], [0.0060, 0.0017, -0.0079], [-0.0045, 0.0032, -0.0067], [0.0705, 0.0509, 0.0678], [-0.0289, 0.0228, -0.0305], [0.0093, -0.0718, -0.0801], [0.0258, -0.0369, 0.0465], [-0.0962, 0.1120, 0.0896], [-0.0190, -0.0110, 0.0008], [-0.0157, 0.0038, -0.0139], [-0.0120, -0.0113, -0.0166], [-0.0104, 0.0031, 0.0181], [0.0024, 0.0150, 0.0169], [-0.0094, 0.0215, 0.0062], [0.0139, 0.0263, -0.0653], [-0.0287, -0.0756, 0.0948], [-0.0112, 0.0576, -0.0329], [0.0127, 0.0200, -0.0315], [-0.0151, 0.0025, 0.0063], [-0.0006, -0.0045, 0.0191], [0.0181, 0.0155, 0.0001], [0.0027, -0.0162, -0.0009], [-0.0133, -0.0029, 0.0213], [0.0038, -0.0111, 0.0067]], "e_tot_ev": -100171.754, "charge": 3, "e_above_lowest_kj_mol": 0.0, "e_homo_ev": -17.40, "homo_lumo_gap_ev": 5.49}


{"formula": "C20H32Cl20F3N2O2", "method": "ωB97M-V/def2-TZVPD", "symbols": ["C", "C", "C", "O", "C", "N", "C", "C", "F", "F", "F", "C", "N", "C", "Cl", "C", "C", "Cl", "C", "O", "H", "H", "H", "H", "H", "H", "H", "H", "H", "H", "H", "H", "H", "H", "C", "Cl", "Cl", "H", "H", "C", "Cl", "Cl", "H", "H", "C", "Cl", "Cl", "H", "H", "C", "Cl", "Cl", "H", "H", "C", "Cl", "Cl", "H", "H", "C", "Cl", "Cl", "H", "H", "C", "Cl", "Cl", "H", "H", "C", "Cl", "Cl", "H", "H", "C", "Cl", "Cl", "H", "H"], "coordinates": [[1.5389, -1.0327, -1.0739], [1.4591, 0.4704, -1.3555], [0.0427, 0.8279, -1.6732], [-0.0307, 2.1941, -2.0575], [-1.1343, 2.6321, -2.7808], [-2.4380, 2.1349, -2.3329], [-3.1435, 2.6302, -1.2653], [-2.7315, 3.7353, -0.3408], [-2.0624, 4.6966, -0.9805], [-1.9537, 3.2723, 0.6371], [-3.8243, 4.2619, 0.2035], [-4.2852, 1.9689, -1.1747], [-4.2829, 1.0426, -2.1958], [-5.2983, 0.1110, -2.5429], [-6.5290, 0.7346, -3.5303], [-5.2889, -1.1408, -2.1104], [-6.3139, -2.1531, -2.4246], [-3.9932, -1.6407, -1.0855], [-3.1515, 1.1574, -2.8693], [-2.8305, 0.4709, -3.9341], [2.5431, -1.3528, -0.8738], [0.9031, -1.2428, -0.2290], [1.1198, -1.5613, -1.9215], [2.1185, 0.7210, -2.1707], [1.7603, 0.9797, -0.4542], [-0.2801, 0.1986, -2.5017], [-0.5952, 0.6000, -0.8220], [-1.1752, 3.6942, -2.6265], [-1.0228, 2.4655, -3.8433], [-5.0925, 2.0855, -0.4919], [-6.8288, -1.8544, -3.3192], [-5.8479, -3.1166, -2.5255], [-6.9869, -2.2061, -1.5889], [-2.3945, -0.3637, -3.6893], [1.3836, 5.0560, -0.3266], [2.0419, 5.3569, -1.9384], [2.4793, 4.0871, 0.6649], [1.2113, 6.0054, 0.1645], [0.4576, 4.5052, -0.4350], [2.8844, -4.8103, 0.5109], [4.2040, -3.8615, -0.1729], [1.3046, -4.0169, 0.2920], [2.8566, -5.7739, 0.0188], [3.0521, -4.9279, 1.5690], [1.7801, 2.9030, 3.9846], [2.5700, 1.5617, 4.8232], [1.2833, 4.1877, 5.0893], [2.4738, 3.3152, 3.2660], [0.8996, 2.5193, 3.4848], [4.3524, 8.5310, -1.9571], [6.0488, 8.2931, -2.3860], [3.8714, 10.2294, -2.0367], [3.7409, 7.9683, -2.6502], [4.2026, 8.1787, -0.9443], [-5.3849, -4.5901, 0.8939], [-5.1970, -5.1411, 2.5545], [-6.8321, -3.5843, 0.6872], [-4.5204, -4.0022, 0.6252], [-5.4768, -5.4544, 0.2479], [2.1031, 0.1820, 8.3442], [0.7705, 0.0205, 9.4904], [3.1044, -1.2775, 8.2838], [1.6925, 0.3557, 7.3590], [2.7253, 1.0136, 8.6491], [-2.6182, -0.9047, -7.2819], [-1.7717, -0.9599, -8.8212], [-1.7887, -1.8645, -6.0364], [-2.6626, 0.1234, -6.9452], [-3.6127, -1.3115, -7.4143], [5.5756, -3.2735, 6.4679], [5.0267, -2.9799, 4.8111], [6.2278, -4.9013, 6.6767], [6.3522, -2.5573, 6.7025], [4.7276, -3.1529, 7.1283], [5.4193, -8.1734, 1.7451], [5.0355, -6.5382, 2.2997], [4.2127, -8.7775, 0.6018], [6.3814, -8.1482, 1.2506], [5.4425, -8.8305, 2.6045]], "forces_ev_per_angstrom": [[-0.6873, 0.9053, -0.3587], [0.1668, -0.7991, 0.4502], [0.0621, -0.1752, -0.6637], [-0.5882, 0.3826, 0.5033], [0.9217, 0.2685, -0.0054], [0.7790, 0.0835, -0.0012], [0.4125, 0.9253, 0.4726], [0.0296, -0.1464, -0.0261], [0.0055, 0.2729, 0.0315], [0.1836, 0.0039, 0.1271], [-0.0069, 0.0718, 0.1003], [-0.9290, -0.5752, -0.0578], [-0.5925, -0.3489, 0.0770], [-0.0275, 0.0078, 0.2474], [-0.3574, 0.3802, -0.3575], [0.3450, -0.0514, 0.1649], [0.3449, 0.3049, 0.0159], [0.1841, -0.0152, 0.0717], [0.4139, 0.1472, -0.1261], [0.1847, -0.2331, -0.1887], [0.3627, -0.2516, 0.0845], [-0.0470, -0.3128, 0.4573], [0.1679, -0.4317, -0.2259], [0.1745, 0.3463, -0.2778], [0.2923, 0.5253, 0.1740], [-0.1927, -0.1755, -0.3757], [-0.2740, 0.2020, 0.2554], [0.0636, 0.3939, -0.1593], [-0.2198, -0.5365, -0.3394], [-0.4065, -0.0428, 0.2411], [-0.3467, -0.1518, -0.3305], [0.1003, -0.4379, -0.1867], [-0.4978, -0.0931, 0.2817], [0.0204, -0.1641, -0.3624], [-0.1046, -0.0450, -0.0042], [-0.0449, 0.0084, -0.0290], [0.0207, 0.0033, -0.0501], [0.0846, 0.0388, 0.0207], [0.0396, -0.0446, -0.0244], [-0.1410, 0.0395, -0.0777], [0.0015, 0.0370, -0.0229], [0.0585, -0.2005, 0.0249], [-0.0202, -0.0092, -0.0439], [-0.0309, 0.0621, 0.1074], [-0.0401, -0.0099, 0.0303], [0.0316, -0.0481, -0.0250], [-0.0151, 0.0052, -0.0219], [0.0800, 0.0282, 0.0605], [-0.0442, -0.0218, 0.0277], [-0.0042, -0.0240, 0.0059], [-0.0012, -0.0248, 0.0015], [-0.0308, -0.0033, 0.0095], [-0.0008, 0.0140, -0.0587], [0.0348, 0.0260, 0.0456], [-0.0101, -0.1594, 0.0714], [0.0117, 0.0090, -0.0121], [-0.0103, -0.0140, 0.0828], [0.0808, 0.1109, -0.0038], [-0.0707, -0.0278, 0.0076], [-0.0498, 0.0510, 0.0054], [-0.0012, 0.0207, -0.0075], [0.0119, 0.0379, -0.0010], [-0.0365, -0.0448, -0.0466], [0.0464, -0.0191, 0.0639], [-0.0422, 0.0795, -0.1323], [-0.0064, 0.0045, 0.0286], [-0.0014, -0.0116, 0.1714], [0.0393, 0.0188, 0.0368], [-0.0021, -0.0707, 0.0070], [0.0000, -0.0208, 0.0298], [-0.0149, 0.0307, -0.0411], [-0.0020, 0.0061, 0.0008], [0.0445, 0.0080, -0.0356], [-0.0257, -0.0596, -0.0121], [-0.0094, 0.0129, -0.0140], [0.1831, -0.0708, 0.1475], [0.0035, -0.0211, -0.0147], [0.0063, 0.0302, -0.0524], [-0.0598, -0.0109, 0.0313]], "e_tot_ev": -286928.490, "charge": 1, "e_homo_ev": -12.12, "homo_lumo_gap_ev": 9.20}